[1]
{"formula": "C43H83N2O18", "method": "wB97M-V/def2-TZVPD", "e_above_lowest_ev": 1.445, "charge": 1, "lumo_energy_ev": -2.93, "elements": ["C", "C", "C", "C", "N", "O", "C", "C", "C", "C", "C", "C", "C", "C", "C", "C", "C", "C", "C", "C", "C", "C", "C", "C", "C", "C", "C", "O", "C", "O", "C", "C", "N", "H", "H", "H", "H", "H", "H", "H", "H", "H", "H", "H", "H", "H", "H", "H", "H", "H", "H", "H", "H", "H", "H", "H", "H", "H", "H", "H", "H", "H", "H", "H", "H", "H", "H", "H", "H", "H", "H", "H", "H", "H", "H", "H", "H", "H", "H", "H", "H", "H", "H", "H", "H", "H", "C", "O", "C", "O", "O", "C", "H", "H", "H", "H", "H", "H", "C", "O", "C", "O", "O", "C", "H", "H", "H", "H", "H", "H", "C", "O", "C", "O", "O", "C", "H", "H", "H", "H", "H", "H", "C", "O", "C", "O", "O", "C", "H", "H", "H", "H", "H", "H", "C", "O", "C", "O", "O", "C", "H", "H", "H", "H", "H", "H"], "positions_angstrom": [[2.6399, 1.7637, 2.1122], [1.6315, 2.3793, 2.2498], [0.3788, 3.1446, 2.4197], [0.6928, 4.5668, 1.9517], [-0.4950, 5.4508, 1.7122], [-0.8435, 6.3510, 2.7395], [-0.8746, 5.8138, 4.0683], [-1.9619, 4.7971, 4.3905], [-1.6982, 4.7505, 1.1239], [-1.4194, 3.3075, 0.6883], [-0.6551, 3.3531, -0.6925], [0.5119, 2.3767, -0.8474], [0.8141, 2.0859, -2.3272], [2.0966, 1.2579, -2.4417], [2.6764, 1.1887, -3.8687], [3.0586, -0.2343, -4.2761], [4.1382, -0.8401, -3.3669], [4.6014, -2.2007, -3.8975], [5.9342, -2.6791, -3.2952], [5.9260, -4.1787, -2.9848], [7.3072, -4.8233, -2.9752], [7.2746, -6.2598, -2.4235], [8.6124, -6.7163, -1.8090], [8.5192, -6.8689, -0.2885], [9.8558, -7.3045, 0.3441], [-2.7760, 2.6199, 0.4163], [-3.7563, 2.6530, 1.5758], [-4.8664, 1.8029, 1.2491], [-6.0571, 2.3303, 1.7040], [-6.9253, 2.5916, 0.9324], [-6.1920, 2.5179, 3.1852], [-7.0322, 1.3942, 3.8311], [-0.7109, 2.5017, 1.6737], [3.4575, 1.1903, 1.7276], [0.1948, 3.1468, 3.4968], [1.2316, 4.5132, 1.0059], [1.3762, 5.0337, 2.6566], [-0.1885, 6.0781, 0.9705], [0.1033, 5.4591, 4.4031], [-1.0552, 6.6990, 4.6761], [-2.1548, 4.8663, 5.4622], [-1.6810, 3.7665, 4.1886], [-2.9058, 5.0484, 3.9086], [-1.9874, 5.3151, 0.2374], [-2.5270, 4.8592, 1.8129], [-0.2680, 4.3696, -0.8330], [-1.3753, 3.1973, -1.4962], [1.4067, 2.8576, -0.4450], [0.3288, 1.4348, -0.3373], [-0.0167, 1.4761, -2.6932], [0.8860, 3.0151, -2.8951], [1.8819, 0.2442, -2.0945], [2.8350, 1.6657, -1.7454], [1.9523, 1.6143, -4.5649], [3.5977, 1.7747, -3.9107], [2.1816, -0.8893, -4.2506], [3.4651, -0.2336, -5.2900], [3.7450, -0.9503, -2.3544], [4.9791, -0.1386, -3.3421], [3.8097, -2.9232, -3.6860], [4.6957, -2.1229, -4.9823], [6.1424, -2.1315, -2.3737], [6.7284, -2.4707, -4.0147], [5.3043, -4.7177, -3.7047], [5.4694, -4.3387, -2.0032], [7.6864, -4.8857, -3.9993], [8.0305, -4.2303, -2.4082], [6.4906, -6.3222, -1.6640], [6.9872, -6.9392, -3.2275], [9.3878, -5.9860, -2.0518], [8.9201, -7.6768, -2.2274], [7.7377, -7.6016, -0.0791], [8.1819, -5.9147, 0.1241], [10.6471, -7.2352, -0.4021], [10.1278, -6.6380, 1.1611], [9.8009, -8.3241, 0.7179], [-2.5605, 1.5937, 0.1151], [-3.2521, 3.1097, -0.4335], [-4.1392, 3.6701, 1.6882], [-3.3254, 2.3196, 2.5237], [-5.2224, 2.5646, 3.6815], [-6.6761, 3.4728, 3.3865], [-6.6571, 1.2034, 4.8339], [-6.9646, 0.4643, 3.2673], [-8.0766, 1.6856, 3.8917], [-1.3492, 2.0971, 2.3438], [8.5923, 1.2871, -0.1853], [7.8938, 2.3545, -0.8394], [6.7068, 2.6353, -0.3247], [6.1885, 2.0873, 0.6151], [6.1719, 3.6378, -1.0287], [4.8854, 4.0421, -0.5777], [9.5341, 1.1772, -0.7131], [8.7813, 1.5366, 0.8564], [8.0236, 0.3620, -0.2519], [4.9312, 4.4003, 0.4506], [4.1760, 3.2169, -0.6524], [4.5694, 4.8524, -1.2296], [2.9434, -1.8882, -8.4647], [3.5727, -2.4790, -9.6007], [4.3377, -3.5320, -9.3082], [4.5217, -3.9807, -8.2067], [4.8601, -3.9946, -10.4396], [5.7104, -5.1336, -10.2754], [2.3606, -1.0496, -8.8347], [2.2807, -2.6002, -7.9761], [3.6896, -1.5274, -7.7584], [5.1560, -5.9671, -9.8491], [6.5603, -4.8888, -9.6417], [6.0582, -5.3954, -11.2698], [-10.8966, -3.0879, -1.4183], [-9.6000, -2.6253, -1.0239], [-9.4164, -1.3145, -1.1545], [-10.2201, -0.5208, -1.5633], [-8.1769, -1.0291, -0.7432], [-7.8354, 0.3607, -0.8121], [-10.8948, -4.1609, -1.2548], [-11.6689, -2.6248, -0.8080], [-11.0743, -2.8745, -2.4702], [-8.4895, 0.9472, -0.1745], [-7.8886, 0.7234, -1.8370], [-6.8145, 0.4390, -0.4548], [-5.9743, 1.5275, 8.0649], [-5.0579, 2.5276, 7.6017], [-4.9170, 3.5718, 8.4171], [-5.4944, 3.7475, 9.4522], [-3.9851, 4.3783, 7.8938], [-3.6958, 5.5272, 8.6989], [-5.9670, 0.7429, 7.3139], [-5.6415, 1.1186, 9.0163], [-6.9811, 1.9283, 8.1620], [-3.3150, 5.2273, 9.6726], [-4.5828, 6.1452, 8.8203], [-2.9317, 6.0875, 8.1667], [-7.3664, -5.8667, 4.7637], [-6.7496, -4.7486, 4.1188], [-7.3921, -4.3250, 3.0286], [-8.4039, -4.7971, 2.5825], [-6.7222, -3.2916, 2.5240], [-7.3089, -2.7326, 1.3364], [-6.7448, -6.1008, 5.6228], [-8.3709, -5.6123, 5.0959], [-7.4035, -6.7234, 4.0940], [-8.3078, -2.3618, 1.5461], [-7.3447, -3.4714, 0.5408], [-6.6657, -1.9123, 1.0413]], "mulliken_charge": [0.30, -2.33, 1.23, -1.73, 0.78, -0.44, -0.22, -0.72, -1.95, 2.85, -2.09, 0.42, -0.93, -0.17, -1.01, -0.56, -0.38, -0.54, -0.65, -0.77, -0.67, -0.79, -0.82, -0.39, -1.13, -2.17, -0.52, -0.34, 0.51, -0.56, 0.15, -0.81, -0.27, 0.55, 0.65, 0.43, 0.56, 0.50, 0.28, 0.43, 0.33, 0.11, 0.25, 0.20, 0.37, 0.43, 0.57, -0.36, 0.39, 0.31, 0.42, 0.29, 0.04, 0.44, 0.36, 0.32, 0.24, 0.26, 0.28, 0.39, 0.10, 0.30, 0.41, 0.33, 0.32, 0.27, 0.38, 0.49, 0.39, 0.43, 0.34, 0.31, 0.26, 0.34, 0.31, 0.29, 0.42, 0.42, 0.57, 0.45, -0.03, 0.42, 0.04, 0.20, 0.34, 0.55, -0.59, -0.35, 0.79, -0.55, -0.34, -0.40, 0.23, 0.30, 0.25, 0.35, 0.03, 0.33, -0.60, -0.33, 0.79, -0.54, -0.33, -0.62, 0.29, 0.30, 0.22, 0.29, 0.29, 0.22, -0.68, -0.26, 0.72, -0.55, -0.21, -0.64, 0.23, 0.31, 0.30, 0.36, 0.33, 0.09, -0.73, -0.27, 0.69, -0.53, -0.21, -0.66, 0.19, 0.36, 0.33, 0.32, 0.33, 0.17, -0.63, -0.34, 0.73, -0.54, -0.33, -0.63, 0.21, 0.30, 0.30, 0.29, 0.44, 0.21]}

[2]
{"formula": "C43H87N9O17", "method": "wB97M-V/def2-TZVPD", "charge": -1, "s2": 0.751, "multiplicity": 2, "lumo_energy_ev": [1.43, 1.43], "elements": ["C", "C", "O", "N", "C", "H", "H", "H", "H", "H", "H", "H", "C", "C", "O", "N", "C", "H", "H", "H", "H", "H", "H", "H", "C", "C", "O", "N", "C", "H", "H", "H", "H", "H", "H", "H", "C", "C", "O", "N", "C", "H", "H", "H", "H", "H", "H", "H", "C", "C", "O", "N", "C", "H", "H", "H", "H", "H", "H", "H", "C", "C", "O", "N", "C", "H", "H", "H", "H", "H", "H", "H", "C", "C", "O", "N", "C", "H", "H", "H", "H", "H", "H", "H", "C", "C", "O", "N", "C", "H", "H", "H", "H", "H", "H", "H", "C", "C", "O", "N", "C", "H", "H", "H", "H", "H", "H", "H", "O", "C", "O", "C", "C", "C", "H", "H", "H", "H", "H", "H", "O", "C", "O", "C", "C", "C", "H", "H", "H", "H", "H", "H", "O", "C", "O", "C", "C", "C", "H", "H", "H", "H", "H", "H", "O", "C", "O", "C", "C", "C", "H", "H", "H", "H", "H", "H"], "positions_angstrom": [[-0.5411, -5.2511, -4.2159], [-0.7407, -3.6643, -4.3467], [-0.7662, -3.1444, -5.4900], [-0.9904, -3.0063, -3.2426], [-1.6215, -1.6753, -3.2545], [-0.0853, -5.7642, -5.0627], [-1.5419, -5.6688, -4.1066], [0.0098, -5.4622, -3.2993], [-1.1128, -3.6536, -2.4770], [-1.1067, -1.0734, -4.0034], [-1.6055, -1.0201, -2.3836], [-2.6359, -1.8817, -3.5958], [1.4952, 0.5540, 0.1597], [0.0982, -0.0525, 0.2967], [0.0887, -1.2850, 0.1501], [-0.9445, 0.7870, 0.3525], [-2.3088, 0.3567, 0.1143], [2.2251, -0.2085, 0.4318], [1.4682, 1.4955, 0.7082], [1.6359, 0.8949, -0.8660], [-0.7231, 1.7439, 0.5879], [-2.8749, 0.4251, 1.0432], [-2.4325, -0.5963, -0.4001], [-2.9954, 0.8526, -0.5718], [5.3732, -4.9467, -1.9330], [4.0149, -4.4554, -2.1981], [3.3618, -4.7930, -3.1840], [3.4032, -3.9820, -1.1222], [2.0538, -3.4301, -1.0464], [5.2143, -5.8670, -1.3708], [6.0437, -4.2090, -1.4923], [5.8244, -5.1153, -2.9107], [4.0169, -3.6224, -0.4051], [2.0975, -2.5242, -0.4417], [1.3646, -4.1159, -0.5538], [1.7304, -3.0489, -2.0150], [1.3069, -2.4024, 2.9732], [2.4139, -2.4506, 4.0075], [2.1773, -2.6577, 5.2231], [3.7006, -2.2867, 3.5642], [4.8537, -2.6976, 4.2874], [0.6579, -3.2118, 3.3075], [1.5314, -2.6146, 1.9279], [0.8571, -1.4163, 3.0891], [3.8041, -2.2749, 2.5596], [4.4882, -3.3910, 5.0448], [5.3315, -1.8217, 4.7263], [5.6211, -3.1491, 3.6587], [-6.6753, 3.4530, 1.1158], [-6.1927, 2.0838, 1.5505], [-5.0654, 1.9441, 2.0165], [-7.0263, 1.0957, 1.2985], [-6.7478, -0.3315, 1.5842], [-6.5365, 4.2559, 1.8399], [-7.7389, 3.3538, 0.8991], [-6.2544, 3.7256, 0.1480], [-7.9313, 1.3830, 0.9542], [-6.1885, -0.6868, 0.7187], [-7.7152, -0.7863, 1.7976], [-6.0515, -0.3390, 2.4228], [-2.6468, -4.0272, 0.8051], [-3.6064, -4.3404, -0.2993], [-4.5228, -3.5986, -0.5819], [-3.3959, -5.4806, -1.0278], [-4.1497, -5.9632, -2.2060], [-3.0275, -3.9328, 1.8221], [-2.0959, -3.0954, 0.6774], [-1.7548, -4.6433, 0.6914], [-2.7480, -6.1213, -0.5920], [-4.2018, -5.2255, -3.0068], [-5.1820, -6.2234, -1.9719], [-3.6796, -6.8945, -2.5222], [-1.8144, 3.8492, 3.4500], [-2.4065, 2.9932, 4.5741], [-2.1950, 3.1711, 5.7557], [-3.2268, 2.0372, 4.1772], [-3.7604, 1.0134, 5.0036], [-2.2680, 3.6819, 2.4732], [-0.7778, 3.5130, 3.4237], [-1.8107, 4.8591, 3.8602], [-3.4719, 2.0233, 3.1975], [-3.9078, 1.2580, 6.0556], [-3.0951, 0.1517, 5.0588], [-4.7234, 0.6577, 4.6373], [-4.8967, 1.8337, -2.6816], [-4.0668, 1.2892, -3.9321], [-2.8782, 1.2329, -3.8913], [-4.7303, 0.8267, -4.9643], [-4.1027, 0.2769, -6.2065], [-5.5406, 1.0699, -2.2455], [-5.5525, 2.6797, -2.8875], [-4.3306, 2.2502, -1.8484], [-5.7398, 0.8527, -4.9814], [-3.0586, 0.5788, -6.2894], [-4.6912, 0.6959, -7.0227], [-3.9946, -0.8037, -6.1129], [7.5097, -2.7545, 0.4777], [6.2516, -1.9873, 0.8303], [5.0990, -2.4943, 0.7635], [6.4946, -0.8034, 1.2853], [5.5292, 0.2709, 1.4014], [7.3455, -3.8009, 0.7346], [8.2425, -2.4553, 1.2272], [7.9149, -2.6276, -0.5262], [7.3831, -0.3702, 1.0779], [5.9461, 1.2583, 1.5997], [4.8740, -0.0563, 2.2087], [4.8916, 0.5527, 0.5634], [0.9659, 1.9189, 3.2115], [2.0412, 1.7556, 3.8286], [3.2580, 1.9549, 3.2240], [4.3392, 1.9043, 4.1455], [3.6736, 1.6187, 5.5271], [2.2516, 1.2242, 5.1956], [4.9886, 2.7740, 4.2456], [4.9087, 1.0296, 3.8312], [3.6955, 2.6271, 5.9402], [4.2164, 0.9774, 6.2215], [1.3623, 1.4908, 5.7667], [2.3006, 0.1426, 5.0697], [4.0364, 3.1098, 0.5233], [3.2397, 4.0063, 0.5161], [3.0474, 4.7898, -0.5516], [2.2118, 5.8213, -0.2763], [1.8167, 5.7360, 1.1311], [2.3371, 4.4226, 1.6633], [1.3117, 5.7711, -0.8890], [2.5539, 6.8464, -0.4184], [0.7272, 5.7034, 1.1415], [2.1461, 6.7037, 1.5094], [1.5537, 3.6787, 1.8078], [2.8565, 4.5608, 2.6116], [-0.8623, 3.8164, -0.0346], [-1.8500, 4.4419, -0.4069], [-2.3262, 5.4706, 0.3619], [-3.4908, 6.0293, -0.2077], [-3.7634, 5.2584, -1.5294], [-2.4285, 4.5265, -1.8192], [-3.1520, 7.0570, -0.3390], [-4.3768, 5.9756, 0.4249], [-3.9922, 5.8766, -2.3975], [-4.5888, 4.5482, -1.5799], [-1.6327, 5.1460, -2.2328], [-2.5771, 3.6025, -2.3781], [3.9704, -1.4106, -6.9165], [3.6783, -1.2173, -5.7398], [4.5089, -0.6122, -4.8203], [3.8072, -0.4209, -3.5151], [2.3561, -0.7202, -3.9158], [2.4206, -1.7349, -4.9942], [3.8509, 0.6328, -3.2396], [4.2227, -1.1026, -2.7731], [1.7790, 0.1393, -4.2569], [1.8236, -0.9773, -3.0001], [1.5934, -1.7260, -5.7040], [2.6463, -2.7122, -4.5676]], "lowdin_spin": [0.00, 0.00, 0.00, 0.00, 0.00, 0.00, 0.00, 0.00, 0.00, 0.00, 0.00, 0.00, 0.00, 0.00, 0.00, 0.00, 0.00, 0.00, 0.00, 0.00, 0.00, 0.00, 0.00, 0.00, 0.00, 0.00, 0.00, 0.00, 0.00, 0.00, 0.00, 0.00, 0.00, 0.00, 0.00, 0.00, 0.00, 0.00, 0.00, 0.00, 0.00, 0.00, 0.00, 0.00, 0.00, 0.00, 0.00, 0.00, 0.15, 0.03, 0.01, 0.03, 0.04, 0.01, 0.05, 0.03, 0.06, 0.01, 0.01, 0.00, 0.00, 0.00, 0.01, 0.00, 0.00, 0.00, 0.00, 0.00, 0.00, 0.00, 0.00, 0.00, 0.00, 0.00, 0.00, 0.00, 0.00, 0.00, 0.00, 0.00, 0.00, 0.00, 0.00, 0.00, 0.10, 0.02, 0.01, 0.01, 0.01, 0.03, 0.07, 0.01, 0.02, 0.00, 0.00, 0.00, 0.00, 0.00, 0.00, 0.00, 0.00, 0.00, 0.00, 0.00, 0.00, 0.00, 0.00, 0.00, 0.00, 0.00, 0.00, 0.00, 0.00, 0.00, 0.00, 0.00, 0.00, 0.00, 0.00, 0.00, 0.00, 0.00, 0.00, 0.00, 0.00, 0.00, 0.00, 0.00, 0.00, 0.00, 0.00, 0.00, 0.01, 0.01, 0.01, 0.04, 0.07, 0.02, 0.01, 0.01, 0.02, 0.02, 0.01, 0.00, 0.00, 0.00, 0.00, 0.00, 0.00, 0.00, 0.00, 0.00, 0.00, 0.00, 0.00, 0.00]}